{"formula": "C4H9NO", "method": "the ωB97M-V functional and the def2-TZVPD basis", "species": ["H", "H", "H", "H", "H", "C", "C", "C", "H", "H", "H", "H", "N", "O", "C"], "xyz": [[-2.0629, 5.1176, -6.1366], [-0.8990, -1.5492, 1.3042], [-1.0531, 0.5903, -1.6100], [-0.9410, 0.0571, 2.7443], [0.2967, 1.1765, 2.6814], [0.1690, -1.4186, -0.8922], [-0.3958, -0.3531, -1.7639], [-0.1316, -1.2401, 0.5806], [0.6489, -0.2531, -1.1437], [-0.3611, -0.7130, -2.8239], [0.3560, -2.4507, -1.3285], [-1.5219, 5.4474, -5.6836], [-0.2815, 0.5565, 2.2088], [1.0067, 0.8039, 0.3990], [0.2674, 0.0536, 0.9660]], "lowdin_charge": [-0.0004, 0.0984, 0.1495, 0.0553, 0.0549, -0.0929, -0.0067, -0.0697, 0.1160, 0.0905, 0.1401, 0.0004, 0.1247, -0.0039, -0.6563], "e_homo_ev": -7.368, "e_above_lowest_ev": 6.9619, "lumo_energy_ha": -0.0248, "total_energy_ev": -7825.358, "homo_lumo_gap_ev": 6.69}